Entry 1:
The following is a quantum chemistry calculation of C4H2S2 in the gas phase at a distorted geometry, from OMol25.

```
8
Properties=species:S:1:pos:R:3:forces:R:3
H 0.342570 3.127342 0.001903 0.4081 1.5855 0.0523
C -0.354060 0.986704 -0.045788 1.5418 1.0797 -0.2355
H 0.225047 -2.476594 0.258584 -0.3117 -0.4674 -0.0473
C 0.037103 2.146827 -0.015477 -1.5034 -3.9788 -0.1105
C 0.486321 -1.461712 0.046658 1.0800 2.5691 -0.3489
S 1.990550 -0.884891 -0.088503 0.1429 -0.8902 0.0821
S -2.122491 -0.986077 -0.071435 -0.8267 -0.2425 -0.1995
C -0.605040 -0.451600 -0.085939 -0.5309 0.3447 0.8074
```
Positions in Å, forces in eV/Å.

The value obtained for the LUMO energy is -0.0749 Ha. The energy above the lowest of the compared OMol25 structures with the same formula, charge and spin comes out at 101.9 kJ/mol. Its spin multiplicity is 1. The frontier orbital gap is 7.017 eV. The calculated total energy comes out at -25847.150 eV.

Atomic partial charges in e from the Mulliken method, atoms 1 to 5:
1. H 0.453
2. C -0.457
3. H 0.350
4. C 0.234
5. C -0.229



Entry 2:
The following is a quantum chemistry calculation of 29 unconnected molecules or ions with the total composition C28H104BIN4O31P2 at a distorted geometry, from OMol25.

```
171
Properties=species:S:1:pos:R:3:forces:R:3
C 2.905421 -3.107050 0.308794 -0.0664 -0.7161 0.1689
H 4.003482 2.017628 -1.587532 -0.0349 -0.1510 -0.2494
H -5.085823 3.031309 0.891145 -0.0385 0.1439 0.1102
H -11.064623 5.350027 -1.724568 0.1291 0.1141 -0.1226
H -2.186794 1.940523 -3.827990 -0.0524 0.2182 -0.0141
O -3.508833 0.706633 3.173275 0.1850 0.1120 0.1595
H 7.505138 4.146475 -1.358543 -0.0401 -0.0872 0.0898
O -11.858055 5.091609 -2.207180 -0.0254 -0.0937 0.1033
H -0.514367 5.836383 6.693429 0.0508 0.0708 -0.1861
H -2.040444 1.395263 -2.413456 -0.0437 0.0213 0.0224
O 1.202635 -6.226446 -4.972385 -0.0959 -0.0947 0.0574
H 0.099336 -3.977633 -3.657407 0.0426 -0.0979 -0.1167
H 4.835104 -7.174326 3.228877 0.0333 -0.0046 -0.0144
C -2.593108 -2.367179 1.580847 0.1480 -0.1673 0.5216
C 1.579754 -1.130265 -0.529701 -0.0953 -0.0216 -0.0127
H 1.756731 -6.030901 -4.209283 0.0196 -0.0926 0.0243
H -0.179607 2.626471 6.079482 0.0528 0.0227 0.2166
C 2.450743 -0.144842 -1.002630 -0.1387 0.2391 0.0041
H -3.977424 2.620554 -0.400972 0.2069 -0.1056 -0.0900
H -10.403004 4.612510 0.048725 0.0089 0.0471 0.1954
H -4.440419 0.899199 3.343080 -0.0286 0.1252 0.0538
O 1.278093 2.410993 -2.969984 -0.4210 -0.0899 -0.1264
O -9.542387 5.022700 -0.093623 -0.3125 -0.2013 -0.2227
H -2.120205 -0.872128 5.027182 -0.1855 -0.0447 -0.1253
H -2.492292 3.093480 3.660101 0.1208 -0.1194 0.1992
H -3.314301 -1.774026 3.545257 -0.0973 0.1868 -0.0227
H -4.572091 4.247663 3.128238 0.0569 0.2157 0.0479
H -5.956219 -0.689816 -2.527208 0.0128 0.0172 -0.0224
H -1.214188 4.848949 5.781647 -0.1072 -0.0761 -0.0206
C 4.125990 1.166707 -4.091217 0.3140 -0.6217 -0.2726
C 2.251133 2.908907 -2.514980 0.0520 -0.1927 -0.3361
H -0.049676 -8.394969 -1.222297 0.0504 -0.0122 0.0332
H 0.044697 3.350152 1.420203 0.3634 0.1204 0.1729
H 3.001292 -4.119186 -4.897974 -0.1084 0.0503 -0.0447
H -1.255675 -3.489644 4.385648 0.1792 -0.1410 -0.0397
H -7.049460 -0.965526 -3.547520 -0.0373 0.0265 -0.0136
H 6.006798 -1.074504 -0.660869 -0.0424 -0.1602 0.0645
C 3.008603 -4.632347 0.167846 0.1923 0.4546 0.1792
H -1.048085 4.390750 -4.361238 -0.1877 0.0061 0.0629
H 2.417049 0.336883 -6.969348 0.0001 -0.0100 -0.0556
O 0.892326 -3.253688 6.543094 0.1709 -0.1487 0.2179
H 4.605508 1.185567 -5.063559 0.0067 0.0545 -0.1474
H 7.053144 4.462980 -2.784361 -0.0518 -0.0082 -0.0361
H 5.186505 0.310369 -0.018786 -0.0180 0.1539 0.0706
H 1.381571 -3.130141 7.362395 -0.0739 0.0124 0.0396
P 0.304061 3.280821 0.044007 -1.0999 -0.1636 -0.7894
C 2.990847 2.313224 -1.336259 -0.2466 0.5156 0.3359
H 3.690733 -8.735682 -2.134295 0.0330 0.0235 -0.0046
H 1.830144 -6.480641 -5.656507 0.0181 0.0128 -0.0012
O -0.981547 3.431231 -4.370139 0.0127 -0.0281 -0.1018
O 3.033061 -8.092614 -2.414505 0.0551 -0.0574 -0.0868
C -1.195495 -1.439727 4.948354 0.4196 0.4618 -0.2751
P 3.980108 -0.767463 -1.837765 -0.1173 -1.5469 -0.2151
H 7.194418 3.814236 1.780701 0.0733 -0.0029 0.0022
H -3.151161 -3.481311 3.310688 -0.2802 -0.0170 -0.1080
C -4.408715 0.279006 -0.333376 -0.6513 0.2466 -0.1181
C 1.847579 -2.600561 -0.658948 0.4953 0.3024 -0.1793
H 5.678087 -5.994271 -0.998934 0.2182 -0.0482 0.0766
H -8.280398 2.348503 -0.513080 0.1044 -0.1753 -0.1454
H 1.386064 4.151689 -0.179921 0.2427 -0.0876 0.4967
O 5.230539 -5.509550 -0.301471 -0.2794 0.1520 0.2086
H 1.555750 -3.549560 5.907729 -0.1193 0.2513 -0.2472
H -6.835705 2.122419 -0.140017 0.1244 0.1181 0.0773
H 2.037062 -4.804415 4.212560 0.1082 -0.0564 -0.1842
H -0.056029 6.798392 3.976947 0.0369 0.0395 -0.0436
H 1.812079 3.611941 4.954548 0.0536 0.1894 -0.0444
H 2.882971 -3.673030 -6.341153 -0.0210 -0.0370 -0.0245
H 6.145805 1.737360 -1.796935 0.0704 0.0242 -0.2493
H -3.238365 -5.528294 2.235889 -0.0210 -0.0259 0.0203
H -1.484574 1.097727 5.168480 -0.1289 -0.1233 0.0003
H -0.379648 3.228277 -3.642653 0.1858 0.0705 -0.0899
H -5.923440 -4.064748 1.387873 0.1634 -0.0006 0.0035
H -3.602021 -2.171543 1.218621 -0.0573 0.0215 -0.1430
H 0.679210 -0.537345 5.504442 0.1679 -0.1187 0.0182
H 2.999613 1.735585 -7.102582 0.0726 0.0896 -0.0142
H 3.089492 3.091617 -0.582436 0.1553 0.1804 -0.0479
H 3.611158 -5.835227 -1.506122 -0.1891 -0.1398 -0.0848
H 3.128574 1.554460 -4.248193 0.0137 0.2052 0.0813
O 0.255987 -8.915733 -1.971504 -0.0144 0.0057 -0.1199
O -0.504525 4.911702 6.429603 -0.0839 -0.1638 0.3334
H -2.268248 -3.320743 1.172775 0.1471 0.0082 -0.2515
H -3.368379 2.891389 1.217237 0.1013 0.0127 0.0595
H -2.114420 -1.760865 -1.233578 -0.0165 -0.1163 -0.0525
C 5.491132 -0.162740 -0.952188 -0.0248 0.2827 -0.1723
H -8.925497 4.283794 -0.182785 0.3130 0.2594 0.0975
O 7.211800 3.643820 0.834211 -0.0569 0.0190 -0.0003
H 3.891964 -2.708138 0.083426 0.0087 0.3387 0.0201
H 2.268272 6.177168 2.319618 -0.0260 0.0343 -0.0090
H 2.183082 -2.797416 -1.672626 0.0250 -0.1466 -0.0929
H -11.557573 4.415729 -2.821486 -0.0016 0.0229 -0.0379
H 0.751254 -2.621000 -3.894475 -0.0043 0.0197 0.0613
O 3.253490 0.811425 -6.989837 -0.1917 -0.0080 -0.1279
O -5.940096 -3.132089 1.142029 -0.0165 -0.0163 -0.0382
H -8.270563 8.197741 0.017358 0.0153 0.0116 0.0177
O -2.309013 3.981957 3.994620 -0.1853 -0.0371 -0.1743
C 2.107529 1.220282 -0.808259 0.0930 -0.2424 0.3014
O 4.215361 -7.315786 2.507684 -0.0415 0.1121 -0.0311
O 2.081799 -3.896168 3.889468 0.0240 -0.2294 0.1371
H -3.560507 0.521146 -0.969127 0.2186 0.0041 -0.0301
N -0.502443 -1.718765 0.568023 0.0531 0.2412 -0.0850
H 0.327283 3.722177 4.039494 0.0157 0.0212 -0.1155
H -4.468360 -0.799558 -0.223604 0.0348 -0.0941 0.2766
O 3.478831 -4.126100 -5.737396 0.0723 0.0131 0.1139
H 0.996156 7.159363 4.989399 0.0394 -0.0499 -0.1160
C 4.058463 -0.299442 -3.618980 0.1308 1.2747 0.1483
O -2.682853 -1.821225 -2.011867 0.2512 -0.0350 -0.0550
C -0.045417 -0.432934 4.700685 -0.3181 0.1786 0.1836
C 4.007404 -5.028316 -0.895599 0.2798 -0.7005 -0.4499
C 0.043291 0.597228 0.270780 0.0482 -0.0320 -0.0380
C 1.063278 3.022867 4.430244 0.4497 -0.1659 0.2043
H 3.300962 -5.070603 1.119856 0.0737 -0.1496 0.0356
H -0.262720 -8.602200 -2.720477 0.0109 -0.0137 -0.0255
H 2.668373 -2.837238 1.334359 -0.1433 0.1590 0.1772
H -9.229904 7.016174 0.131291 0.0698 -0.0697 0.1497
O -3.795282 -5.562967 1.451858 -0.0597 -0.0727 0.0075
N -0.905043 3.741397 -0.844090 0.4062 0.0204 -0.0252
H -2.274212 -1.218446 -2.645845 -0.2032 0.1116 -0.0486
C -1.620697 -1.327249 1.115194 -0.0155 0.1387 -0.1552
H 4.539490 -6.754348 1.790896 0.0666 -0.0483 -0.0762
H 4.731394 1.786980 -3.440756 -0.1096 0.1593 0.0871
H -6.559075 -3.082114 0.406603 -0.0088 0.0478 0.0061
H -5.296908 0.580026 -0.890347 -0.0659 0.0069 -0.1291
H 0.945675 -3.173468 -0.491140 -0.2498 0.0890 0.0029
H 5.797773 -5.169110 -5.917633 -0.0752 0.0489 -0.0237
O -5.415837 4.466033 2.712940 0.0210 -0.1352 0.1525
B -3.337235 0.590762 1.830877 -0.4619 -0.0045 -0.2674
H 1.497320 -3.895353 3.123688 -0.0437 0.1018 0.0256
C -0.512030 1.029789 4.684551 0.1450 0.2347 0.2455
C 6.472328 0.703490 -1.741065 -0.0941 -0.0239 0.4723
O 6.283996 -5.185513 -6.748097 0.0587 -0.0491 0.0195
H -3.362276 -4.980934 0.820010 -0.0756 0.0288 -0.0437
H 4.955202 -0.798138 -3.981594 0.0496 -0.3051 0.1205
H 3.223126 -0.784531 -4.117917 -0.0918 -0.2379 0.0647
I 2.898856 4.712248 -3.448335 0.4391 0.3318 0.4132
C 0.365705 -0.751796 0.112998 -0.1199 -0.1592 0.1476
C 0.415778 2.037654 5.389362 -0.3833 0.1368 -0.2729
H 6.288567 3.540817 0.582002 0.0121 -0.0122 -0.0640
O 6.850379 3.906769 -2.026370 0.0243 0.1900 0.0018
H -0.458042 -2.487413 3.214720 -0.0066 0.0458 -0.2737
H -1.519216 4.252008 3.513420 -0.0860 0.0206 -0.0659
H 6.642672 0.300484 -2.734445 -0.0299 0.0829 -0.1850
H 2.033464 -5.042713 -0.090298 -0.1254 -0.0769 0.0577
C -2.665965 -2.527665 3.114713 0.3137 -0.0802 0.0003
C -4.195850 2.461210 0.652705 -0.5842 0.1041 0.0636
O -6.905002 -0.599124 -2.670036 0.0580 -0.0760 0.0508
H -1.227272 3.012839 -1.464060 -0.2820 0.0533 0.0086
H 4.247406 -4.205193 -1.573499 -0.1090 0.2666 0.1014
O 2.437787 4.534931 -7.031815 -0.0339 -0.1215 0.0143
H 1.171258 1.533123 5.988768 0.1192 -0.1446 -0.0479
H -6.080922 4.091745 3.298859 -0.0521 0.1052 0.0071
H 0.478288 -0.678644 3.775525 0.0905 -0.0074 -0.0800
O -7.447952 2.821183 -0.397338 -0.3747 -0.1244 0.0121
H 5.693165 -4.729590 -7.353939 -0.0098 0.0206 0.0001
C -1.950083 0.073789 1.244240 -0.2181 -0.3178 0.5502
O -2.609534 1.347956 -3.188463 0.1070 -0.3542 0.0342
H -0.668636 1.375451 3.659692 -0.0826 -0.0760 -0.1517
C -1.322728 -2.530659 3.872759 -0.3459 -0.2927 0.5794
O -9.059529 7.901944 0.479004 -0.0510 0.0329 -0.1055
O 2.377221 6.591602 3.181107 0.1316 -0.0873 -0.0829
H -1.025213 -1.878045 5.924533 -0.0418 -0.2469 0.0408
H 2.405448 4.736662 -6.088043 -0.0143 -0.0959 -0.1177
H 1.555915 2.508010 3.602289 0.0018 -0.0278 -0.1318
N -4.409018 1.009025 0.941844 0.9446 -0.2182 -0.4787
C 0.925320 1.585966 -0.195904 0.4621 0.4205 0.3447
O 0.956147 -3.538069 -3.685788 0.0586 0.1408 -0.0414
H 3.323125 6.546803 3.352502 -0.0029 0.0235 0.0377
O 0.048307 7.212418 4.836657 -0.1756 0.2929 0.1275
H 2.200562 -8.588267 -2.431713 -0.1251 0.1416 0.1426
H 1.513867 4.456579 -7.290397 -0.0123 0.0322 -0.0237
N -1.129164 1.001386 0.844682 0.1504 -0.0586 -0.0542
H 7.434888 0.709379 -1.234040 0.1033 0.0461 0.0659
```
Positions in Å, forces in eV/Å.

The value obtained for the LUMO energy is -0.0430 Ha. Its spin multiplicity is 1. The frontier orbital gap is 7.012 eV. The calculated total energy comes out at -127512.169 eV.

Atomic partial charges in e from the Mulliken method, atoms 1 to 5:
1. C -0.303
2. H -0.545
3. H 0.584
4. H 0.360
5. H 0.391



Entry 3:
The following is a quantum chemistry calculation of a molecular structure, C18H34FeN5PSe2Si2Te2, from OMol25.

```
65
Properties=species:S:1:pos:R:3:forces:R:3
C -1.087238 -0.986974 6.263443 0.0348 0.0210 -0.0592
C -0.326541 0.416969 -5.733777 -0.0540 0.0067 0.0624
Te -2.565034 0.167744 -0.028596 -0.4404 0.5730 0.0030
H 0.778317 0.865448 5.624689 0.1094 -0.0088 -0.0446
H -3.705019 -1.198285 4.648288 -0.0354 -0.0143 -0.0430
C 3.577389 -0.190597 3.185165 -0.0835 -0.0937 -0.1789
H -2.830548 1.656454 5.286822 -0.0006 -0.0194 -0.0075
P -0.771964 0.110195 -3.943921 0.0043 0.0451 -0.0228
H -2.684525 -2.261767 3.654484 0.0576 -0.0204 0.0645
C 4.348768 -2.633112 0.830229 -0.0350 0.1217 -0.0234
Fe -0.195600 -1.077703 1.421189 0.4345 0.4092 0.4422
H -3.850352 2.673963 -5.204955 -0.0118 0.0050 0.0012
H 4.080593 -3.228028 1.705653 -0.0297 -0.0094 -0.0152
Se -1.179007 -3.322632 1.093619 -0.0446 -0.1040 -0.0201
N 1.885297 -1.126802 1.700650 0.0009 -0.1057 -0.4394
N -0.089318 -0.487926 3.473979 0.0039 -0.0960 -0.3212
H 4.923473 0.694311 4.575524 0.0137 -0.0096 -0.0074
C -2.917921 -1.222258 3.887884 0.0787 0.1038 0.0190
H 1.423226 -3.225953 -0.614251 0.0408 -0.0099 0.0070
H -2.134350 1.926255 3.681724 -0.0113 -0.0183 -0.0070
C 1.560070 0.548027 4.943475 -0.2915 0.0264 0.0290
H -3.097952 -0.315001 -3.343067 -0.0289 -0.0095 -0.0010
Se -0.285850 1.200709 0.078324 0.0787 -0.4105 0.1835
N -1.243201 1.303686 -6.461243 -0.0111 0.0276 -0.0249
H 4.581362 -3.319784 0.012882 0.0176 0.0021 -0.0005
C 3.603341 0.128684 -0.365048 0.0105 -0.1476 -0.0365
C -1.927103 1.537023 4.681981 0.0211 -0.0035 -0.0193
H -2.029777 -1.157514 6.789629 -0.0112 0.0064 0.0058
H -3.307427 -0.781418 2.969101 -0.0058 0.0435 0.0070
H -2.623579 -1.271617 -4.742994 -0.0524 0.0030 -0.0153
Si -1.441832 -0.276598 4.546858 -0.1805 -0.0932 0.0210
C -3.225073 2.026396 -4.583537 -0.0251 -0.0023 0.0145
H -1.900149 3.274910 -6.471078 -0.0064 -0.0006 -0.0108
C -2.596667 0.752729 -6.480668 0.0142 -0.0248 0.0382
H -0.461948 -0.349783 6.889672 -0.0324 0.0038 0.0059
Te -2.090960 -2.256923 -1.001240 -0.0352 -0.4640 -0.2352
H 4.367729 -0.068933 -1.123010 -0.0262 0.0275 -0.0136
H 0.678729 0.845787 -5.770571 0.0111 -0.0152 -0.0241
C -1.058810 1.907013 -3.533180 0.0243 -0.1145 -0.0465
H -0.579073 -1.950329 6.169653 -0.0233 -0.0022 -0.0180
C 1.165538 -0.154046 3.760031 0.0732 0.1556 0.3100
H -1.146063 2.165388 5.115918 0.0165 -0.0590 0.0058
C 1.904004 -2.316958 -0.981576 -0.0963 0.0756 -0.0047
Si 2.926861 -1.485722 0.331046 -0.0348 0.1428 0.3176
H 3.104044 1.385204 6.137279 -0.0197 0.0020 0.0000
C 2.226839 -0.514313 2.823387 0.2639 0.0131 -0.0133
C -2.567413 -0.274217 -4.297702 0.1393 -0.0231 0.0746
N -3.240759 0.689010 -5.173067 -0.0233 -0.0165 -0.0705
H -1.514490 1.952959 -2.543183 0.0208 0.0554 0.0230
H -0.290615 3.029722 -5.764212 0.0051 -0.0048 -0.0078
N -1.898297 2.625070 -4.498979 0.0307 0.0338 -0.0324
H 1.109856 -1.644309 -1.322540 0.0299 -0.0261 -0.0233
H -3.207795 1.387479 -7.128424 -0.0056 0.0069 -0.0029
C -1.301755 2.621846 -5.829452 0.0023 -0.0199 0.0495
H 2.520014 -2.565247 -1.850632 0.0271 -0.0026 0.0163
H 2.787287 0.684597 -0.833344 -0.0028 -0.0151 -0.0038
H -0.086753 2.400202 -3.460099 -0.0142 0.0415 0.0360
H -0.285328 -0.547053 -6.248996 0.0216 0.0145 -0.0306
C 2.857745 0.847643 5.229517 0.2459 -0.0230 -0.0563
H -3.654695 1.974113 -3.581367 -0.0051 0.0118 0.0002
H 5.258655 -2.077550 1.070285 0.0015 -0.0243 0.0012
H 4.043390 0.765906 0.403282 0.0145 -0.0200 0.0444
H 4.359824 -0.485423 2.497008 0.0305 0.0203 0.0294
C 3.892687 0.461641 4.340030 -0.2022 0.0314 0.0757
H -2.564235 -0.252295 -6.908004 0.0013 0.0011 -0.0072
```
Positions in Å, forces in eV/Å.

As for the net charge: -1. The value obtained for the LUMO energy (alpha / beta) is 0.0872 / 0.0581 Ha. The energy above the lowest of the compared OMol25 structures with the same formula, charge and spin comes out at 0.0 kJ/mol. Its spin multiplicity is 6. The frontier orbital gap (alpha / beta) is 6.406 / 5.999 eV. The calculated total energy comes out at -231385.798 eV. Its expectation value of S² is 8.78.

Atomic partial charges in e from the Mulliken method, atoms 1 to 5:
1. C -1.115
2. C -1.041
3. Te -0.374
4. H 0.134
5. H 0.338